Density functional theory data (wB97M-V/def2-TZVPD) for a gas-phase ion, C4H13NP (charge +1) at a distorted geometry.

XYZ file:
```
19
Properties=species:S:1:pos:R:3:forces:R:3
C -2.191660 0.584149 -1.138693 2.704 -0.167 2.228
C -0.649105 0.710727 -1.329945 -1.046 3.619 2.296
N 0.077100 -0.403207 -0.687192 0.073 -0.439 -0.180
C 0.594936 0.038320 0.690655 -2.162 2.448 2.412
C 0.703580 -1.192534 1.538050 0.757 0.109 1.890
P 2.230985 0.842586 0.387065 0.081 1.338 0.126
H -2.656973 1.471438 -1.387883 -0.743 2.053 -0.614
H -2.689924 -0.157686 -1.666439 -0.521 -1.746 -1.012
H -2.339479 0.474720 -0.050487 -0.274 -0.207 -0.359
H -0.311921 1.680701 -0.665212 -0.818 -2.253 -2.136
H -0.364369 0.899746 -2.324397 0.538 -0.148 -1.227
H 0.838617 -0.851016 -1.309992 -1.181 1.018 1.315
H -0.646787 -1.121229 -0.556361 0.488 -0.191 0.180
H -0.158350 0.953049 1.281026 1.740 -3.066 -2.292
H -0.227485 -1.571566 1.970654 0.020 0.255 -0.074
H 1.483906 -1.077301 2.361787 -1.273 0.051 -0.927
H 1.113043 -1.955144 0.923606 0.434 -1.040 -0.582
H 2.532437 -0.483301 0.190145 1.703 -0.711 0.114
H 2.661450 1.157549 1.773613 -0.518 -0.924 -1.157
```
Positions in Å, forces in eV/Å.

Calculated values
Net charge   +1
Relative energy (zero: lowest compared OMol25 entry of this formula, charge and spin)   2.8210 eV
SMILES   CC[NH2+][C@@H](C)P

=====

Density functional theory data (wB97M-V/def2-TZVPD) for 3 unconnected molecules or ions with the total composition C4H13NS at a distorted geometry.

XYZ file:
```
19
Properties=species:S:1:pos:R:3:forces:R:3
C -0.759690 -0.832543 -2.289689 2.068 1.277 0.000
C 0.093789 -1.846945 -1.548122 -0.485 -0.485 0.576
C 0.257858 -1.570199 -0.022863 0.640 -0.323 -0.791
S 1.365065 -0.121259 0.357176 -4.031 0.682 -1.334
H -1.766197 -0.919411 -1.978809 -1.244 0.217 0.274
H -0.705892 -0.848653 -3.396526 0.020 -0.315 0.630
H -0.300019 0.182265 -1.997850 -1.035 -1.023 -0.521
H -0.306406 -2.871776 -1.638497 -0.114 0.338 0.012
H 1.071312 -1.895598 -1.962303 0.938 0.073 -0.458
H 0.872885 -2.355653 0.374594 -0.139 -0.840 0.220
H -0.736081 -1.576033 0.447883 0.566 0.293 0.271
C -1.152059 1.547009 1.982746 -0.785 0.712 1.572
N -0.802720 2.628054 1.033886 2.018 -0.065 0.291
H -1.988858 0.979923 1.552399 0.346 -0.215 0.178
H -0.299981 0.906153 2.255004 -0.406 0.022 -0.315
H -1.531619 1.928997 2.972099 0.201 -0.039 -1.018
H -0.453690 3.511559 1.527531 -0.464 -1.934 -0.930
H -0.724219 0.570386 -0.373684 3.026 -0.150 0.767
H 0.007383 2.147684 0.533719 -1.121 1.776 0.577
```
Positions in Å, forces in eV/Å.

Calculated values
Relative energy (zero: lowest compared OMol25 entry of this formula, charge and spin)   4.7597 eV

=====

Density functional theory data (wB97M-V/def2-TZVPD) for 2 unconnected molecules or ions with the total composition C4H13NS2.

XYZ file:
```
20
Properties=species:S:1:pos:R:3:forces:R:3
C -1.009209 -1.848783 -1.648695 0.451 -0.345 0.379
S -2.159059 -0.768443 -2.527595 0.017 -0.046 0.065
S -2.290309 0.831576 -1.271625 0.080 0.016 -0.005
C -0.862529 1.821156 -1.765525 0.574 0.336 -0.290
H -0.904079 -2.772213 -2.242695 -0.077 0.369 0.171
H -1.390889 -2.115243 -0.648725 0.043 0.129 -0.453
H -0.013220 -1.388923 -1.534055 -0.422 -0.117 -0.114
H 0.089450 1.292696 -1.589225 -0.438 0.144 0.051
H -0.916479 2.102946 -2.830554 -0.105 -0.141 0.470
H -0.872059 2.741216 -1.157245 -0.048 -0.355 -0.180
C 1.126680 1.216646 1.787874 0.110 0.118 -0.278
N 0.835110 0.009876 1.019964 -0.623 -0.015 0.044
C 1.147810 -1.194233 1.783724 0.118 -0.110 -0.280
H 2.216930 1.274446 1.944793 -0.388 0.078 -0.001
H 0.628130 1.236256 2.771574 0.103 0.025 -0.090
H 0.806490 2.102166 1.213464 0.177 -0.304 0.251
H -0.164570 0.001526 0.780494 0.536 0.025 0.099
H 0.649710 -1.225973 2.767333 0.104 -0.022 -0.087
H 0.843180 -2.083243 1.206254 0.175 0.300 0.250
H 2.238909 -1.233453 1.940474 -0.388 -0.088 -0.002
```
Positions in Å, forces in eV/Å.

Calculated values
Relative energy (zero: lowest compared OMol25 entry of this formula, charge and spin)   0.3166 eV
SMILES   CSSC.CNC

=====

Density functional theory data (wB97M-V/def2-TZVPD) for a molecular structure, C4H13NSi2 at a distorted geometry.

XYZ file:
```
20
Properties=species:S:1:pos:R:3:forces:R:3
C -1.165494 -0.295151 1.578285 -1.120 -1.805 2.147
C -1.413706 1.216741 -0.587982 -1.916 1.974 -1.717
C 1.791690 -0.280161 -1.735422 0.190 -1.249 -2.210
C 1.895364 -1.539956 0.305284 0.869 -1.132 2.354
N 1.279634 -0.487947 -0.389963 0.331 0.770 -1.665
Si -2.715931 0.604394 0.760471 0.243 -0.033 -0.775
Si 0.036499 0.428598 0.323610 -0.550 1.406 0.176
H -0.846509 0.234921 2.531636 -0.645 -0.901 -0.686
H -1.400975 -1.461854 1.831784 0.929 2.805 -0.620
H -1.646825 0.856148 -1.639924 0.321 0.084 1.125
H -1.557375 2.383848 -0.714247 0.866 -2.223 0.404
H 2.861426 -0.533656 -1.996433 -0.641 0.241 1.458
H 1.288376 -1.009523 -2.432678 0.047 0.713 0.454
H 1.683790 0.708456 -2.183751 -0.471 0.157 0.544
H 1.285583 -1.709301 1.223817 0.942 0.135 -0.148
H 1.899501 -2.515139 -0.143276 -0.515 -0.535 -1.073
H 2.999890 -1.424564 0.521417 -1.093 0.549 0.166
H -3.973268 -0.203626 0.335098 1.348 -0.064 0.010
H -3.593985 1.693031 1.379108 1.118 -0.243 0.137
H 1.292315 3.334744 1.033166 -0.251 -0.651 -0.080
```
Positions in Å, forces in eV/Å.

Calculated values
Relative energy (zero: lowest compared OMol25 entry of this formula, charge and spin)   5.5338 eV

=====

Density functional theory data (wB97M-V/def2-TZVPD) for 3 unconnected molecules or ions with the total composition C4H13O11PS2Si at a distorted geometry.

XYZ file:
```
32
Properties=species:S:1:pos:R:3:forces:R:3
O -0.390963 0.473493 2.252320 -0.081 -1.142 -1.220
P -0.709422 1.653592 3.030234 0.271 -0.202 0.310
O -0.511986 2.968291 2.132188 -0.173 0.656 0.453
O 0.321488 1.769546 4.249176 0.199 0.832 -0.041
Si -2.826022 1.670426 3.768528 -0.462 -0.020 0.148
H -0.730382 3.766404 2.645237 0.164 -0.075 -0.373
H 1.201008 1.789529 3.818498 -0.167 -0.143 0.544
H -2.947802 1.205337 5.159927 0.098 0.072 0.035
H -3.366597 3.032298 3.583935 0.056 0.047 0.126
H -3.546094 0.753593 2.870329 0.082 -0.008 -0.046
O -1.549607 3.467154 -3.201437 -0.207 0.159 -0.184
S -0.464970 2.559968 -3.297687 0.092 -0.308 0.491
O 0.316517 2.465324 -4.474632 0.096 0.163 -0.259
O -0.990344 1.106607 -2.892649 -0.056 0.341 0.203
C -0.213263 0.590982 -1.788151 0.120 -0.052 -0.315
C 0.224184 1.818081 -1.030860 -0.352 0.071 0.364
O 0.518478 2.785551 -2.056794 0.052 -0.270 -0.275
H 0.632989 0.048202 -2.192893 0.003 0.025 -0.116
H -0.817660 -0.073779 -1.182753 -0.200 0.046 -0.116
H 1.098693 1.635770 -0.416754 0.132 0.116 -0.129
H -0.580216 2.212100 -0.409714 0.016 -0.024 0.038
O 1.290920 -0.992383 -0.378356 0.368 -0.007 0.296
S 1.929423 -2.240686 -0.173770 -0.222 -0.397 -0.181
O 3.017893 -2.384680 0.713663 0.166 0.113 0.277
O 2.331895 -2.826834 -1.610027 -0.284 0.119 0.029
C 1.734319 -4.115093 -1.804750 0.165 -0.381 0.118
C 0.462015 -4.068800 -0.987351 -0.295 0.183 -0.301
O 0.824034 -3.338008 0.191670 0.316 -0.114 -0.031
H 2.423343 -4.874614 -1.431020 -0.021 -0.014 0.002
H 1.546055 -4.283790 -2.861113 0.068 0.215 -0.053
H 0.097954 -5.056048 -0.719632 0.054 0.036 0.235
H -0.325880 -3.517535 -1.505360 0.002 -0.037 -0.029
```
Positions in Å, forces in eV/Å.

Calculated values
SMILES   O=P(O)(O)[SiH3].O=S1(=O)OCCO1.O=S1(=O)OCCO1

=====

Density functional theory data (wB97M-V/def2-TZVPD) for a molecular structure, C4H14Cl2Si3 at a distorted geometry.

XYZ file:
```
23
Properties=species:S:1:pos:R:3:forces:R:3
C -0.249157 2.005951 2.876223 0.822 0.086 2.832
C 0.469272 0.060750 -3.313747 1.214 -1.223 1.025
C 0.129883 -0.782602 1.303241 0.586 5.500 -2.723
C -1.895321 -0.896366 -1.458634 1.349 1.327 2.059
Si 0.951904 0.632581 2.455351 0.407 -1.719 0.788
Si -0.278726 -1.361819 -2.349338 -1.447 1.977 -1.277
Si -1.619368 0.309355 0.018241 2.171 -3.296 0.614
Cl -3.208531 0.636911 1.245083 -0.246 -0.035 0.110
Cl -1.151257 2.116618 -0.820027 0.170 0.114 0.146
H 0.166185 2.976224 3.176167 0.417 -0.218 -0.479
H -0.833444 2.133390 2.049211 -1.718 0.766 -2.193
H -0.940343 1.834063 3.737976 0.501 -0.586 -0.710
H 0.405359 0.951987 -2.712774 0.398 0.470 -0.070
H 1.521804 -0.243305 -3.566324 -0.952 0.707 -0.003
H -0.160160 0.131485 -4.167655 -0.238 0.334 -0.921
H 0.823423 -1.160884 0.525808 -0.468 0.214 0.556
H -0.258945 -1.514034 1.888152 -1.526 -2.209 1.531
H -2.163498 -1.897090 -1.226316 -0.432 -1.047 1.196
H -2.787328 -0.535427 -1.909024 -0.367 0.591 -1.401
H 1.321448 -0.063961 3.797321 -0.249 0.375 -0.919
H 2.316960 1.132656 1.987572 -0.874 -0.148 -0.162
H -0.973955 -2.066752 -3.396023 0.245 -1.315 -0.541
H 0.709555 -1.998714 -1.529731 0.237 -0.666 0.540
```
Positions in Å, forces in eV/Å.

Calculated values
Relative energy (zero: lowest compared OMol25 entry of this formula, charge and spin)   0.0000 eV

=====

| no. | E (hartree) |
| --- | --- |
| 1 | -555.9710 |
| 2 | -612.9541 |
| 3 | -1011.3112 |
| 4 | -793.7445 |
| 5 | -2415.0909 |
| 6 | -1949.6982 |